Record 1
{
  "formula": "C30H41Cl3MnN9S",
  "method": "wB97M-V/def2-TZVPD",
  "symbols": ["Mn", "C", "C", "C", "C", "C", "C", "N", "C", "C", "C", "C", "C", "C", "N", "N", "C", "C", "C", "C", "C", "N", "H", "H", "H", "H", "H", "H", "H", "H", "H", "H", "H", "H", "H", "N", "C", "C", "N", "H", "H", "H", "H", "H", "H", "H", "H", "Cl", "C", "Cl", "Cl", "C", "N", "C", "C", "C", "C", "N", "C", "S", "N", "C", "C", "C", "C", "H", "H", "H", "H", "H", "H", "H", "H", "H", "H", "H", "H", "H", "H", "H", "H", "H", "H", "H", "H"],
  "xyz": [[1.98351, 1.54315, -0.49020], [4.00758, -1.74325, 3.52114], [4.27547, -0.38036, 3.47722], [3.45566, 0.47392, 2.75629], [2.34787, -0.01915, 2.06601], [2.08727, -1.39007, 2.11373], [2.91052, -2.24397, 2.83646], [1.54316, 0.86976, 1.32025], [0.19652, 0.89923, 1.54211], [-0.52249, 0.27399, 2.58872], [-1.86193, 0.53478, 2.73887], [-2.55291, 1.42152, 1.88981], [-1.88397, 2.04614, 0.87034], [-0.52989, 1.74743, 0.67719], [0.31481, 2.32983, -0.23345], [0.04629, 3.52396, -0.71479], [1.21672, 4.14757, -0.98999], [1.24154, 5.44442, -1.54196], [2.44389, 6.07315, -1.70557], [3.63036, 5.41997, -1.32620], [3.54484, 4.15243, -0.81905], [2.37197, 3.50569, -0.65378], [4.64337, -2.40585, 4.09312], [5.12038, 0.02168, 4.02218], [3.64431, 1.54085, 2.73662], [1.20460, -1.78006, 1.61660], [2.68432, -3.30243, 2.87239], [-0.01428, -0.37736, 3.28587], [-2.39943, 0.05917, 3.55010], [-3.60342, 1.61576, 2.05748], [-2.36786, 2.74775, 0.20455], [0.30195, 5.90829, -1.80487], [2.48320, 7.07263, -2.11768], [4.59263, 5.90060, -1.42123], [4.43213, 3.61205, -0.51387], [1.85272, 1.73439, -2.59715], [1.52718, 0.46833, -3.29976], [1.99270, -0.69187, -2.44462], [1.57299, -0.42480, -1.05749], [1.10694, 2.40952, -2.75399], [2.69869, 2.15501, -2.96846], [1.99813, 0.42714, -4.28253], [0.44875, 0.42370, -3.43906], [3.08362, -0.75773, -2.46326], [1.58935, -1.63404, -2.82097], [2.00015, -1.08700, -0.41493], [0.55581, -0.55126, -0.98359], [6.22395, -1.65150, 0.49834], [6.38928, 0.04264, 0.04710], [7.30304, 0.20896, -1.45657], [7.13082, 0.98393, 1.33949], [5.04102, 0.57859, -0.18840], [3.98781, 0.98585, -0.36578], [-1.54455, -3.24415, 1.41988], [-0.64989, -4.24731, 0.69882], [-1.13715, -4.67414, -0.68565], [-1.32370, -3.52125, -1.66752], [-2.62161, -2.88694, -1.50119], [-2.89028, -1.57421, -1.63099], [-1.70536, -0.41130, -1.94075], [-4.17253, -1.22563, -1.46299], [-4.68515, 0.13950, -1.51352], [-6.09806, 0.20271, -0.94396], [-6.16891, 0.29151, 0.58049], [-5.52817, -0.87244, 1.33022], [-1.17137, -3.05246, 2.42670], [-2.56533, -3.62320, 1.51475], [-1.58730, -2.28490, 0.90067], [-0.53687, -5.14178, 1.31561], [0.35600, -3.82405, 0.59392], [-2.07409, -5.23607, -0.59733], [-0.41444, -5.37116, -1.11457], [-1.21619, -3.86547, -2.69982], [-0.56295, -2.75859, -1.49923], [-3.38704, -3.50204, -1.27211], [-4.85108, -1.95381, -1.30227], [-4.66277, 0.49076, -2.54724], [-4.01247, 0.78062, -0.94072], [-6.67660, -0.65752, -1.30198], [-6.58685, 1.08187, -1.36700], [-7.21839, 0.37367, 0.87157], [-5.69381, 1.22595, 0.89287], [-5.96594, -1.82786, 1.02619], [-5.68782, -0.77272, 2.40433], [-4.45097, -0.92068, 1.16002]],
  "spin_multiplicity": 2,
  "homo_energy_ha": [-0.345, -0.353],
  "de_lowest_kcal_mol": 8.4,
  "total_energy_ha": -4590.171963,
  "gap_ev": [6.220, 6.773],
  "charge": 1,
  "s_squared": 1.16
}

=====

Record 2
{
  "formula": "C5H9OP",
  "method": "wB97M-V/def2-TZVPD",
  "symbols": ["C", "C", "C", "C", "C", "O", "P", "H", "H", "H", "H", "H", "H", "H", "H", "H"],
  "xyz": [[1.14354, 1.43998, -0.21237], [-0.15244, 1.72675, -0.22961], [1.54166, 0.03627, -0.56613], [0.41108, -0.58355, -1.37397], [-1.46490, -1.36627, 2.17849], [-2.24510, 0.41418, -1.57766], [-1.09772, 0.24974, -0.67808], [1.91663, 2.14772, 0.04750], [-0.59862, 2.66440, 0.05033], [2.49320, 0.01573, -1.09614], [1.66934, -0.52097, 0.36631], [0.45888, -0.30087, -2.43051], [0.37151, -1.66808, -1.30212], [-0.86295, -0.70929, 2.76897], [-2.52603, -1.23800, 2.18321], [-1.05806, -2.30773, 1.87177]],
  "homo_energy_ha": [-0.292, -0.327],
  "de_lowest_kcal_mol": 59.3,
  "total_energy_ha": -612.402417,
  "gap_ev": [8.032, 8.205]
}

=====

Record 3
{
  "formula": "C29H40CoGeN3O4",
  "method": "wB97M-V/def2-TZVPD",
  "symbols": ["Co", "O", "C", "O", "C", "C", "C", "C", "C", "N", "C", "O", "O", "H", "H", "H", "H", "H", "C", "C", "C", "C", "C", "C", "C", "N", "C", "C", "C", "C", "C", "C", "C", "N", "C", "C", "C", "C", "H", "H", "H", "H", "H", "H", "H", "H", "H", "H", "H", "H", "H", "H", "H", "H", "H", "H", "H", "H", "H", "H", "H", "H", "C", "Ge", "C", "C", "C", "H", "H", "H", "H", "H", "H", "H", "H", "H", "H", "H"],
  "xyz": [[1.44510, 0.38060, 0.38423], [5.26429, 1.37370, -1.60754], [4.16537, 1.06389, -0.93395], [3.15914, 0.62458, -1.43755], [4.28020, 1.31869, 0.53849], [5.34090, 1.91699, 1.16493], [5.28593, 2.03588, 2.55740], [4.21676, 1.50939, 3.25305], [3.18421, 0.90869, 2.53575], [3.22352, 0.86471, 1.21234], [1.95555, 0.17889, 3.09429], [1.57392, 0.73556, 4.33474], [0.92793, 0.30027, 2.17952], [5.11668, 1.16521, -2.54342], [6.18096, 2.28303, 0.59051], [6.08807, 2.53219, 3.08905], [4.16033, 1.54647, 4.33317], [0.93517, 1.43062, 4.12925], [-5.07192, -1.44434, -0.69333], [-3.99000, -2.52880, -0.76720], [-4.32089, -3.62058, 0.25241], [-3.97267, -3.14801, -2.17541], [-2.61727, -1.91401, -0.51033], [-1.71518, -2.44067, 0.40443], [-0.48328, -1.84007, 0.58367], [-0.09737, -0.77663, -0.11101], [-0.94604, -0.24899, -1.00732], [-2.19836, -0.78368, -1.22182], [-0.43906, 0.97840, -1.68742], [-0.98099, 1.47900, -2.85922], [-0.46912, 2.63962, -3.43274], [0.60017, 3.24216, -2.77042], [1.10055, 2.67738, -1.62122], [0.59918, 1.56510, -1.07903], [-1.00561, 3.23484, -4.72658], [0.08317, 3.10033, -5.80422], [-1.33165, 4.72050, -4.50666], [-2.27104, 2.52236, -5.20500], [-6.05245, -1.90101, -0.84160], [-4.94846, -0.68046, -1.46390], [-5.06980, -0.95139, 0.28195], [-5.32813, -3.99497, 0.06619], [-4.28979, -3.23833, 1.27555], [-3.63795, -4.46946, 0.17482], [-4.93099, -3.63180, -2.37824], [-3.18512, -3.90001, -2.26284], [-3.80690, -2.38853, -2.94326], [-1.96003, -3.30430, 1.00524], [0.21819, -2.21472, 1.31754], [-2.86448, -0.30633, -1.92891], [-1.79833, 0.94907, -3.32642], [1.05642, 4.14636, -3.15080], [1.93351, 3.13277, -1.09825], [1.01830, 3.57087, -5.49200], [-0.24859, 3.58593, -6.72417], [0.28673, 2.05006, -6.02623], [-0.44403, 5.30450, -4.25780], [-2.06200, 4.84887, -3.70433], [-1.75492, 5.13841, -5.42153], [-2.08233, 1.47427, -5.45032], [-2.63242, 3.00814, -6.11209], [-3.06986, 2.57345, -4.46018], [1.58295, -1.68028, 6.43374], [1.16999, -2.23003, 4.61546], [1.63580, -4.11774, 4.39758], [-0.71741, -1.95684, 4.21078], [2.35193, -1.29292, 3.34052], [1.09186, -2.35269, 7.14073], [1.23969, -0.66194, 6.61258], [2.65973, -1.72433, 6.61148], [1.10171, -4.73989, 5.11955], [2.70730, -4.25645, 4.55796], [1.39000, -4.47255, 3.39373], [-1.30049, -2.12592, 5.11800], [-1.06402, -2.65841, 3.44874], [-0.89372, -0.93821, 3.86216], [2.35600, -1.80071, 2.37346], [3.36547, -1.37575, 3.74928]],
  "spin_multiplicity": 2,
  "homo_energy_ha": [-0.423, -0.421],
  "de_lowest_kcal_mol": 0.0,
  "total_energy_ha": -5053.876692,
  "gap_ev": [8.382, 8.313],
  "charge": 1,
  "s_squared": 1.13
}